This record from OMol25 describes a single C5H5NO2 molecule at a distorted geometry. The level of theory is ωB97M-V/def2-TZVPD.

Last column: Löwdin charge in e.
Geometry (Å):
H -1.327373 2.082285 0.130530  0.100
H -3.041414 0.361930 -0.008559  0.126
C 0.387531 0.892763 0.005889  0.007
O -0.196766 -1.428944 -0.024874  0.054
H 1.135301 1.666158 -0.056434  0.110
N 1.995471 -0.893426 0.219101  0.043
O 2.915938 0.134529 -0.051006  -0.118
H -2.120492 -2.036406 0.081035  0.140
C 0.858240 -0.435336 -0.051094  -0.313
H 3.815239 -0.340723 -0.258703  0.150
C -0.977759 1.078563 0.040054  -0.064
C -1.965544 0.075424 0.041557  -0.083
C -1.478372 -1.156822 -0.067491  -0.151

Cartesian forces, eV/Å:
-0.09 0.70 -0.01
1.10 -0.64 0.23
-2.01 0.58 -1.10
2.45 -0.13 -0.31
-0.26 0.26 0.25
1.18 -1.00 -1.27
3.09 -0.76 -0.21
0.52 0.15 -0.58
-2.76 -1.47 1.48
-2.80 1.12 0.80
2.01 1.40 0.16
-0.98 0.60 -0.82
-1.44 -0.81 1.38

The relative energy (zero: lowest compared OMol25 entry of this formula, charge and spin) is 84.2 kcal/mol. As for the structure (SMILES): O/N=c1\cccco1. Its HOMO-LUMO gap is 8.39 eV. As for the energy: -10847.6647 eV. For the HOMO energy, the calculation gives -7.98 eV.

---

This record from OMol25 describes a single C5H5NO2 molecule at a distorted geometry. The level of theory is ωB97M-V/def2-TZVPD.

Last column: Löwdin charge in e.
Geometry (Å):
H -0.195717 1.909172 -0.384441  0.143
C 1.019577 -0.422263 -0.930207  0.047
C -0.534268 -0.665430 0.891027  -0.229
O -1.326344 -0.207478 -0.406517  -0.046
C 0.907797 -0.753616 0.418628  -0.033
H -1.137519 -1.612119 1.258426  0.188
H -0.625111 -0.009583 -2.487266  0.196
H 1.727145 -0.903944 1.133946  0.115
C -0.660043 0.258648 1.985513  -0.189
C -0.352371 0.215741 -1.328475  -0.499
O -0.100274 1.538311 -1.307197  0.007
H 1.845489 -0.392221 -1.677276  0.124
N -0.568360 1.044782 2.833839  0.175

Cartesian forces, eV/Å:
0.25 -0.71 -1.35
-1.64 -0.68 2.67
-2.18 -1.41 -2.04
1.72 -0.59 1.99
0.65 0.32 -2.89
1.64 1.41 -1.16
0.10 0.13 2.89
-0.49 -0.26 -0.44
0.39 2.21 1.26
0.97 -2.55 -2.40
-0.53 3.18 1.14
-0.52 0.01 1.25
-0.37 -1.07 -0.93

The relative energy (zero: lowest compared OMol25 entry of this formula, charge and spin) is 69.3 kcal/mol. As for the structure (SMILES): N#C[C@@H]1C=C[C@H](O)O1. Its HOMO-LUMO gap is 10.91 eV. As for the energy: -10848.3115 eV. For the HOMO energy, the calculation gives -10.27 eV.

---

This record from OMol25 describes a single C5H5NO2 molecule at a distorted geometry. The level of theory is ωB97M-V/def2-TZVPD.

Last column: Löwdin charge in e.
Geometry (Å):
C 1.855093 -0.334176 0.048747  -0.020
H -0.026122 2.468895 -0.179958  0.123
C 0.942359 0.684334 0.031078  -0.329
N -1.418786 0.754875 0.303310  0.109
O -2.609770 -0.050975 -0.127755  -0.116
H 2.008126 2.507746 0.001335  0.088
O -0.158404 -1.350060 -0.024117  0.069
H -2.138136 -0.985187 -0.324918  0.129
H 2.923709 -0.330692 0.106926  0.122
H 1.433352 -2.476758 0.045247  0.107
C -0.369508 -0.021778 0.042509  -0.302
C 1.162446 -1.498980 -0.041406  -0.070
C 1.055604 1.960626 -0.173732  0.089

Cartesian forces, eV/Å:
1.83 -4.34 0.05
2.88 -0.49 -0.26
-1.92 -0.42 -0.34
0.23 -4.65 -2.52
2.78 -2.14 0.55
-0.93 -0.35 -0.60
-3.16 0.33 -0.64
-2.32 2.76 0.50
0.28 0.28 -0.05
1.06 -2.41 -0.13
-0.88 5.19 1.94
2.21 2.48 0.61
-2.06 3.76 0.91

The relative energy (zero: lowest compared OMol25 entry of this formula, charge and spin) is 115.6 kcal/mol. As for the structure (SMILES): C=C1C=CO/C1=N\O. Its HOMO-LUMO gap is 8.33 eV. As for the energy: -10846.3016 eV. For the HOMO energy, the calculation gives -8.50 eV.

---

This record from OMol25 describes a molecular structure, C5H5NO2 at a distorted geometry. The level of theory is ωB97M-V/def2-TZVPD.

Last column: Löwdin charge in e.
Geometry (Å):
C -2.153745 -0.107109 -0.171980  -0.086
N 1.389061 0.816485 -0.164972  0.052
C 2.462369 -0.005544 0.081512  -0.246
C -1.411285 -1.261866 0.157243  -0.150
H -1.569627 1.939460 0.034759  0.143
H 3.582298 0.397306 0.787073  0.207
H 1.379761 1.913784 0.125176  0.226
C -1.115533 0.875507 -0.226744  -0.056
O -0.077436 -1.148268 -0.073737  0.009
O 2.315069 -1.266344 -0.306638  -0.075
C 0.151838 0.205622 -0.273787  -0.282
H -1.763092 -2.263971 -0.233279  0.137
H -3.189673 -0.095064 0.265380  0.120

Cartesian forces, eV/Å:
1.91 -1.99 3.46
1.46 2.73 1.60
1.57 -5.57 -0.44
-2.08 -1.69 -3.67
2.29 -1.81 -1.14
-3.73 -0.88 -2.46
0.08 -3.87 -0.87
-0.71 1.48 0.32
0.07 2.62 -0.04
2.05 6.66 2.27
-4.31 0.94 0.82
0.39 0.76 1.48
0.99 0.61 -1.32

The relative energy (zero: lowest compared OMol25 entry of this formula, charge and spin) is 109.5 kcal/mol. Its HOMO-LUMO gap is 8.68 eV. As for the energy: -10846.5674 eV. For the HOMO energy, the calculation gives -8.18 eV.

---

This record from OMol25 describes a single C5H5NO2 molecule at a distorted geometry. The level of theory is ωB97M-V/def2-TZVPD.

Last column: Löwdin charge in e.
Geometry (Å):
H -2.200355 -1.081891 0.819879  0.070
C 0.542752 1.607152 0.201190  0.026
C 1.111380 0.393112 0.136965  -0.036
H 0.864054 2.662086 0.308053  0.122
H -0.843943 -2.172440 0.013608  0.099
H -1.836949 1.763822 -0.047946  0.113
C -1.584279 -1.310574 -0.034050  -0.032
N 2.233431 -0.371856 -0.016852  -0.399
C -0.660158 -0.073192 -0.062121  -0.099
O 2.077989 -1.595192 -0.071539  0.060
C -0.883991 1.222412 -0.070771  -0.076
H -2.138465 -1.223594 -0.979299  0.083
O 3.318532 0.180160 -0.197116  0.068

Cartesian forces, eV/Å:
-0.40 -0.84 0.34
0.28 1.70 -0.62
-5.27 -0.56 -0.12
0.46 -0.92 0.08
-1.68 0.64 0.11
0.60 -0.02 -0.09
3.07 1.32 -0.81
1.91 -0.79 -0.73
1.55 -1.42 0.07
-0.16 0.62 0.29
0.07 0.79 0.74
-0.02 -0.62 0.36
-0.41 0.10 0.38

The relative energy (zero: lowest compared OMol25 entry of this formula, charge and spin) is 183.2 kcal/mol. As for the structure (SMILES): CC1=C([N+](=O)[O-])C=C1. Its HOMO-LUMO gap is 7.96 eV. As for the energy: -10843.3727 eV. For the HOMO energy, the calculation gives -9.00 eV.

---

This record from OMol25 describes 2 unconnected molecules or ions with the total composition C5H5NO3S at a distorted geometry. The level of theory is ωB97M-V/def2-TZVPD.

Last column: Löwdin charge in e.
Geometry (Å):
C -0.069290 1.676347 -0.276338  -0.035
O -1.605170 0.189891 -0.820710  0.027
O 1.132334 -0.271704 1.665049  -0.481
H 0.800486 -2.574900 -0.383020  0.012
C -1.916510 1.315883 -1.386370  -0.190
H 3.282597 -1.261405 2.090544  0.084
C -1.054410 2.281107 -1.107313  -0.079
C 2.639481 -2.125941 2.232788  -0.139
N 2.074703 -3.088303 2.435343  0.072
H -2.718737 1.466408 -2.159643  0.153
O 1.177559 -1.729736 -0.351146  -0.255
S 0.233499 -1.002840 0.826682  0.959
H -1.058621 3.216409 -1.773769  0.144
C -0.488587 0.389369 -0.114774  -0.391
H 0.629984 2.199176 0.366689  0.119

Cartesian forces, eV/Å:
0.01 0.45 1.39
-0.79 -2.73 0.28
1.11 1.14 1.13
-0.60 -2.47 -0.33
-2.32 1.74 -2.96
-0.60 -0.60 0.04
1.14 2.35 -1.62
1.92 1.37 0.07
-0.85 -1.34 0.19
0.62 -1.11 1.26
-0.10 2.79 0.58
-1.34 0.27 -1.80
0.19 -1.24 1.87
1.24 -0.26 0.42
0.36 -0.37 -0.52

The relative energy (zero: lowest compared OMol25 entry of this formula, charge and spin) is 62.8 kcal/mol. Its HOMO-LUMO gap is 10.00 eV. As for the energy: -23730.3812 eV. For the HOMO energy, the calculation gives -9.46 eV.

---

This record from OMol25 describes a single C5H5NOS molecule at a distorted geometry. The level of theory is ωB97M-V/def2-TZVPD.

Last column: Löwdin charge in e.
Geometry (Å):
N 2.235227 -3.084476 0.648389  0.158
C 1.644200 -2.109328 0.447913  -0.281
H -1.804319 1.744890 -0.528039  0.129
C -1.004731 1.013585 -0.661058  -0.243
C 0.049928 1.519216 0.337414  -0.421
O -1.473501 -0.289511 -0.415257  -0.051
C 0.795909 -1.009052 0.155815  -0.562
H -0.312864 1.394972 1.339733  0.077
H -0.907947 -2.214174 0.006255  0.123
C -0.537230 -1.236058 -0.089194  -0.085
H 0.286443 2.588491 0.204326  0.094
S 1.574044 0.539354 0.168765  0.947
H -0.545158 1.142090 -1.615061  0.116

Cartesian forces, eV/Å:
-0.23 0.90 -0.10
0.05 -1.47 0.12
-0.54 -0.60 -0.39
0.70 1.71 1.23
0.39 -0.53 -0.16
0.62 -0.89 0.31
-1.82 -0.20 -0.40
-0.21 -0.06 0.60
-0.72 -0.96 -0.01
1.75 1.96 0.08
-0.08 -0.56 -0.25
0.17 1.03 0.03
-0.08 -0.34 -1.06

The relative energy (zero: lowest compared OMol25 entry of this formula, charge and spin) is 36.1 kcal/mol. As for the structure (SMILES): N#CC1=COCCS1. Its HOMO-LUMO gap is 9.04 eV. As for the energy: -19637.4276 eV. For the HOMO energy, the calculation gives -8.61 eV.

---

This record from OMol25 describes a single C5H5NOS molecule at a distorted geometry. The level of theory is ωB97M-V/def2-TZVPD.

Last column: Löwdin charge in e.
Geometry (Å):
C 1.439134 1.313168 -0.005928  -0.078
C -0.539154 -0.532864 0.008869  -0.345
N 0.641116 -0.975572 -0.004896  0.120
C -1.750518 -1.397713 -0.013096  0.028
C 1.744990 -0.107895 0.001157  -0.836
H -2.317792 -1.172523 0.868039  0.091
H -1.458504 -2.421268 -0.006820  0.086
C 0.142355 1.681488 -0.006516  -0.069
O -0.887945 0.806666 -0.008046  0.058
S 3.283692 -0.672308 -0.004573  0.673
H 2.225894 1.986802 0.000397  0.080
H -0.173951 2.697243 0.005703  0.124
H -2.349313 -1.205220 -0.834287  0.067

Cartesian forces, eV/Å:
-2.16 -1.58 0.04
-0.52 0.66 -0.52
0.59 -0.23 0.15
1.34 0.21 1.44
0.23 0.05 -0.09
-0.47 0.02 0.56
0.26 -0.71 0.04
1.17 -0.26 0.04
0.29 -0.57 0.12
-0.37 0.04 0.02
1.15 1.30 0.00
-0.35 0.54 -0.03
-1.15 0.53 -1.76

The relative energy (zero: lowest compared OMol25 entry of this formula, charge and spin) is 25.0 kcal/mol. As for the structure (SMILES): Cc1nc(=S)cco1. Its HOMO-LUMO gap is 8.14 eV. As for the energy: -19637.9080 eV. For the HOMO energy, the calculation gives -8.42 eV.

---

This record from OMol25 describes a single C5H5NOS molecule at a distorted geometry. The level of theory is ωB97M-V/def2-TZVPD.

Last column: Löwdin charge in e.
Geometry (Å):
C 2.111870 0.563338 0.763913  -0.117
N -2.226724 -0.256344 -0.600831  0.034
H -0.949036 1.502674 1.047799  0.139
C 1.608605 -0.314474 -0.117289  -0.037
H 3.189490 0.433811 1.144241  0.160
H -2.336321 0.607758 -0.077184  0.075
C -0.985569 -0.794327 -0.796579  -0.816
C 0.208913 -0.056758 -0.115347  -0.238
H 2.147174 -1.108663 -0.518846  0.092
C -0.051761 0.977106 0.694004  -0.072
O 1.137837 1.389719 1.222389  0.006
H -3.102225 -0.661458 -1.153469  0.166
S -0.752253 -2.282381 -1.492800  0.610

Cartesian forces, eV/Å:
1.68 -0.87 -0.01
-1.48 -0.85 -1.61
0.78 -0.28 -0.30
-1.06 0.58 0.88
-2.09 1.36 -0.20
-0.11 -0.41 -0.51
0.93 -0.36 0.91
-3.47 -1.33 -1.94
0.50 -1.11 -0.88
1.07 0.82 0.75
0.45 0.54 1.13
2.92 1.12 1.83
-0.12 0.78 -0.06

The relative energy (zero: lowest compared OMol25 entry of this formula, charge and spin) is 36.3 kcal/mol. As for the structure (SMILES): NC(=S)c1ccoc1. Its HOMO-LUMO gap is 8.75 eV. As for the energy: -19637.4196 eV. For the HOMO energy, the calculation gives -8.42 eV.

---

This record from OMol25 describes a single C5H5NOS molecule at a distorted geometry. The level of theory is ωB97M-V/def2-TZVPD.

Last column: Löwdin charge in e.
Geometry (Å):
C -0.925682 -0.624046 0.556313  0.107
C -0.092951 -1.719607 0.837959  -0.424
S -4.334561 2.370920 1.282756  0.646
C -1.858633 1.621086 0.185247  -0.199
C -2.925779 2.588607 0.535744  -0.702
H -1.070630 2.133650 -0.355302  0.108
H -2.756774 3.635783 0.196650  0.047
O -0.197171 -2.684903 1.600922  0.068
H 1.963796 -1.982051 0.053215  0.077
H 0.868878 -2.268938 -1.156070  0.101
C 0.996863 -1.639879 -0.257639  -0.017
H 1.188148 -0.672817 -0.633375  0.058
N -1.608648 0.367220 0.410135  0.130

Cartesian forces, eV/Å:
-3.15 1.93 0.45
1.21 -2.14 -1.15
-0.33 -0.49 0.34
-0.26 2.09 -0.54
0.38 -0.76 -0.29
0.15 -0.30 -0.25
0.56 -0.98 0.04
-0.31 2.01 -0.83
0.47 -0.26 0.98
-0.92 0.07 0.51
0.56 -1.20 -0.13
-0.18 1.46 -0.31
1.83 -1.43 1.17

The relative energy (zero: lowest compared OMol25 entry of this formula, charge and spin) is 96.3 kcal/mol. Its HOMO-LUMO gap is 6.82 eV. As for the energy: -19634.8152 eV. For the HOMO energy, the calculation gives -8.45 eV.

---

What is the formula in the first record? C5H5NO2

---

Number 6 is which compound? C5H5NO3S

---

Which value of relative energy (zero: lowest compared OMol25 entry of this formula, charge and spin) does entry 1 give? 84.2 kcal/mol

---

What is the energy in the eighth record? -19637.9080 eV